{"formula": "C23H27N3O5S", "method": "ωB97M-V/def2-TZVPD", "symbols": ["C", "O", "C", "C", "C", "C", "N", "C", "C", "O", "N", "C", "C", "C", "C", "C", "C", "C", "C", "C", "S", "O", "O", "C", "C", "C", "N", "O", "C", "C", "C", "C", "H", "H", "H", "H", "H", "H", "H", "H", "H", "H", "H", "H", "H", "H", "H", "H", "H", "H", "H", "H", "H", "H", "H", "H", "H", "H", "H"], "positions_angstrom": [[3.57405, 3.09669, 4.51732], [3.77886, 2.22878, 3.42844], [2.72578, 1.49077, 2.98121], [1.44568, 1.50930, 3.51926], [0.44494, 0.71616, 2.98230], [0.69620, -0.12329, 1.90231], [-0.29315, -0.96926, 1.36982], [-1.61319, -0.96930, 1.95697], [-2.37826, 0.35725, 1.82581], [-3.18454, 0.70448, 2.66550], [-2.07074, 1.06558, 0.72998], [-2.74994, 2.28651, 0.36124], [-3.57384, 2.09134, -0.92015], [-2.70596, 1.55644, -2.02686], [-2.76944, 0.22151, -2.39829], [-1.92578, -0.28294, -3.37125], [-0.99398, 0.53183, -3.99487], [-0.06918, -0.00192, -5.04747], [-0.93646, 1.87141, -3.62823], [-1.77902, 2.37702, -2.65876], [-0.23374, -1.34456, -0.26882], [-1.48378, -1.96003, -0.59763], [0.18363, -0.19953, -1.02544], [0.99846, -2.60452, -0.37479], [2.02180, -2.78989, -1.35130], [2.31189, -1.92810, -2.51858], [2.68984, -3.87714, -1.07732], [2.14819, -4.43233, 0.03636], [1.12922, -3.68237, 0.46295], [0.37273, -4.08752, 1.66684], [1.98378, -0.14127, 1.36754], [2.97760, 0.65437, 1.89333], [2.82406, 3.86020, 4.28770], [3.27299, 2.54981, 5.41664], [4.53457, 3.57791, 4.69418], [1.20086, 2.14219, 4.35712], [-0.53654, 0.77251, 3.42236], [-1.55832, -1.24746, 3.01294], [-2.19099, -1.72802, 1.42392], [-1.43684, 0.69515, 0.03580], [-3.39603, 2.56226, 1.19760], [-2.00014, 3.06874, 0.20586], [-4.38665, 1.39265, -0.71622], [-4.00541, 3.05366, -1.20308], [-3.47344, -0.43896, -1.91358], [-1.98767, -1.32949, -3.63210], [-0.18680, -1.07694, -5.15898], [-0.27709, 0.46940, -6.00823], [0.96613, 0.21370, -4.78790], [-0.21640, 2.52175, -4.10514], [-1.71628, 3.42141, -2.38519], [1.77862, -2.30902, -3.38851], [3.37614, -1.94163, -2.73650], [1.96531, -0.91658, -2.32302], [0.54957, -3.37894, 2.47464], [0.69115, -5.07841, 1.97934], [-0.69236, -4.09190, 1.44502], [2.20961, -0.77110, 0.52483], [3.97026, 0.64164, 1.47311]], "forces_ev_per_a": [[-0.025, 0.125, 0.158], [-0.012, -0.217, -0.257], [-0.119, -0.103, -0.063], [0.346, 0.200, 0.101], [-0.162, -0.323, -0.276], [0.700, 0.427, 0.365], [-0.338, -0.456, -1.120], [-0.522, -0.106, 0.121], [0.331, -0.201, -0.028], [-0.250, -0.076, 0.298], [-0.004, 0.150, -0.304], [-0.258, 0.129, 0.059], [0.210, 0.039, 0.151], [-0.263, -0.043, -0.037], [-0.071, 0.150, 0.000], [0.067, 0.067, -0.126], [-0.080, -0.078, -0.042], [-0.041, 0.054, 0.005], [0.022, 0.001, 0.031], [0.029, -0.012, -0.002], [0.432, -0.820, 0.110], [-0.153, -0.103, 0.218], [0.238, -0.107, 0.215], [-0.206, -0.132, 0.377], [-0.187, -0.136, 0.456], [0.157, -0.035, -0.181], [0.645, 0.464, -1.119], [-0.752, -0.013, 0.805], [-0.214, 0.597, -0.256], [0.177, -0.148, -0.010], [0.139, 0.191, 0.151], [-0.011, 0.106, 0.136], [0.013, -0.033, 0.011], [-0.005, 0.019, -0.035], [-0.094, -0.006, 0.031], [0.007, 0.066, 0.077], [-0.134, -0.002, 0.083], [0.014, 0.115, -0.117], [-0.071, 0.084, 0.262], [-0.020, 0.145, 0.116], [0.134, 0.048, -0.095], [-0.100, 0.004, 0.040], [-0.041, 0.040, 0.003], [-0.062, -0.014, 0.006], [-0.085, -0.040, 0.074], [0.024, -0.124, -0.049], [0.034, -0.082, -0.051], [0.053, -0.034, -0.083], [0.113, -0.029, -0.040], [0.074, 0.076, -0.056], [0.007, 0.122, 0.027], [-0.037, 0.043, -0.090], [0.048, 0.037, -0.049], [0.100, 0.029, -0.079], [0.013, 0.022, 0.059], [-0.050, -0.044, 0.053], [-0.069, -0.040, 0.022], [0.181, 0.014, 0.005], [0.129, -0.011, -0.064]], "mulliken_charge": [-0.86, -0.46, 0.75, -0.66, -1.23, 0.79, 0.22, -0.82, 0.49, -0.71, 0.31, -0.93, -1.27, 0.50, -0.23, -0.59, 1.10, -1.65, -0.79, -0.33, 2.26, -0.92, -0.62, 0.50, 0.21, -1.22, -0.79, -0.19, -0.14, -1.12, 0.21, -1.11, 0.34, 0.34, 0.24, 0.42, 0.31, 0.44, 0.50, 0.04, 0.56, 0.37, 0.32, 0.45, 0.22, 0.31, 0.33, 0.42, 0.33, 0.40, 0.43, 0.33, 0.44, 0.25, 0.19, 0.39, 0.29, 0.15, 0.47], "e_above_lowest_kj_mol": 399.1, "e_lumo_ev": 0.6, "e_homo_ha": -0.3047, "homo_lumo_gap_ev": 8.898}


{"formula": "C23H27N5PdSi", "method": "ωB97M-V/def2-TZVPD", "symbols": ["Pd", "C", "C", "C", "C", "C", "N", "C", "C", "C", "C", "C", "C", "C", "N", "C", "C", "C", "N", "C", "C", "N", "C", "C", "C", "N", "H", "H", "H", "H", "H", "H", "H", "H", "H", "H", "H", "H", "H", "H", "H", "H", "H", "H", "C", "Si", "C", "C", "H", "H", "H", "H", "H", "H", "H", "H", "H"], "positions_angstrom": [[0.73677, -0.08451, -0.36278], [7.40561, -0.04799, -1.56334], [6.08131, 0.25059, -0.91442], [5.68193, 1.55612, -0.62714], [4.44037, 1.83661, -0.09729], [3.50286, 0.82760, 0.20788], [2.23815, 1.07893, 0.65842], [1.95235, 2.25714, 1.30808], [2.63981, 2.67357, 2.45989], [2.25476, 3.78353, 3.18096], [1.13576, 4.53530, 2.81413], [0.65730, 5.69175, 3.64955], [0.46034, 4.15190, 1.66920], [0.87993, 3.06355, 0.90792], [0.23340, 2.86371, -0.35721], [-0.19142, 3.87092, -1.14300], [-0.97436, 3.34392, -2.14244], [-0.97575, 1.97274, -1.88852], [-0.25884, 1.68048, -0.80975], [3.94616, -0.48605, -0.03874], [5.18294, -0.75746, -0.61019], [3.16520, -1.60412, 0.38631], [3.63149, -2.71023, 0.99867], [2.55859, -3.51759, 1.29888], [1.44859, -2.81338, 0.83163], [1.82350, -1.66511, 0.28243], [8.14724, 0.70811, -1.30470], [7.32168, -0.06534, -2.65265], [7.79287, -1.01783, -1.24884], [6.35460, 2.37809, -0.84673], [4.15848, 2.86634, 0.08454], [3.48608, 2.07870, 2.78195], [2.81473, 4.06065, 4.06702], [1.47796, 6.12875, 4.21830], [-0.10540, 5.37465, 4.36438], [0.22133, 6.47659, 3.03064], [-0.41468, 4.70913, 1.35368], [0.10413, 4.88424, -0.93555], [-1.45343, 3.87017, -2.94792], [-1.45432, 1.17818, -2.43013], [5.44413, -1.78918, -0.81978], [4.68057, -2.81664, 1.20972], [2.57593, -4.46915, 1.79844], [0.40334, -3.06323, 0.87523], [-1.97643, -1.47393, -2.54757], [-0.13962, -1.37401, -2.08526], [0.34966, -3.20087, -2.09026], [0.76400, -0.59273, -3.55400], [-2.06211, -2.15562, -3.39903], [-2.43909, -0.53564, -2.85592], [-2.57247, -1.89046, -1.73316], [0.07447, -3.62685, -3.05957], [-0.17376, -3.77496, -1.32277], [1.42158, -3.35042, -1.95052], [0.55139, -1.13137, -4.48314], [1.84473, -0.60609, -3.39392], [0.46877, 0.45010, -3.69242]], "forces_ev_per_a": [[0.238, 0.175, 0.185], [0.001, 0.005, -0.004], [-0.009, 0.024, 0.005], [0.000, -0.030, -0.010], [-0.018, 0.049, 0.014], [0.026, 0.098, 0.105], [0.035, -0.008, -0.024], [-0.093, -0.031, 0.016], [0.035, -0.042, -0.015], [-0.064, 0.037, -0.017], [0.062, -0.042, 0.025], [0.005, 0.005, 0.004], [-0.029, 0.006, -0.020], [0.059, 0.024, -0.056], [-0.202, -0.018, 0.186], [0.010, 0.043, -0.072], [0.047, 0.003, 0.029], [-0.078, -0.031, 0.056], [0.173, -0.159, -0.192], [0.056, -0.068, -0.057], [-0.013, -0.020, -0.023], [-0.082, 0.061, 0.049], [-0.002, 0.014, 0.098], [0.029, 0.002, -0.001], [-0.038, 0.086, 0.076], [-0.094, -0.166, -0.189], [0.002, -0.002, 0.002], [0.002, 0.002, 0.000], [-0.001, -0.003, -0.003], [0.008, -0.004, 0.001], [-0.002, -0.010, 0.008], [-0.002, 0.007, -0.002], [-0.004, 0.005, 0.003], [0.000, 0.003, -0.002], [0.002, -0.002, 0.002], [-0.005, -0.002, 0.000], [0.006, -0.006, -0.010], [-0.004, -0.006, 0.017], [-0.009, -0.003, 0.003], [0.010, 0.016, -0.040], [-0.008, -0.007, 0.009], [0.010, 0.008, -0.027], [-0.002, -0.003, -0.004], [0.010, -0.020, -0.032], [-0.005, 0.087, 0.052], [-0.075, -0.041, -0.126], [0.055, 0.013, 0.015], [-0.064, -0.031, -0.081], [0.017, -0.021, 0.005], [-0.023, 0.012, 0.066], [-0.008, 0.023, 0.011], [-0.007, 0.013, -0.007], [0.002, -0.013, -0.018], [-0.006, -0.001, 0.007], [0.003, 0.000, 0.007], [-0.004, -0.004, 0.004], [0.048, -0.029, -0.031]], "mulliken_charge": [0.31, -1.48, 0.45, -1.25, -0.06, 1.60, -0.39, 0.18, 0.00, -0.92, 0.51, -1.50, -0.46, -0.37, 0.44, -0.14, -1.24, -0.12, -0.39, -0.57, -0.53, 0.18, -0.09, -1.14, -0.64, 0.02, 0.38, 0.28, 0.36, 0.37, 0.46, 0.48, 0.36, 0.37, 0.29, 0.36, 0.55, 0.53, 0.40, 0.26, 0.51, 0.50, 0.43, 0.62, -1.26, 0.62, -1.27, -1.13, 0.35, 0.42, 0.32, 0.46, 0.32, 0.28, 0.36, 0.28, 0.35], "e_above_lowest_kj_mol": 0.0, "e_lumo_ev": 0.8, "e_homo_ha": -0.2456, "homo_lumo_gap_ev": 7.465}


{"formula": "C23H27NO", "method": "ωB97M-V/def2-TZVPD", "symbols": ["C", "C", "C", "C", "C", "C", "O", "C", "C", "C", "C", "C", "C", "C", "C", "C", "C", "C", "C", "N", "C", "C", "C", "C", "C", "H", "H", "H", "H", "H", "H", "H", "H", "H", "H", "H", "H", "H", "H", "H", "H", "H", "H", "H", "H", "H", "H", "H", "H", "H", "H", "H"], "positions_angstrom": [[-1.88811, -0.79180, -2.46298], [-1.83175, 0.31196, -1.39165], [-1.93174, 1.66820, -2.11163], [-0.54523, 0.23285, -0.69956], [0.47994, 0.16770, -0.07935], [1.70429, 0.03181, 0.71117], [1.39650, 0.09554, 2.10071], [2.35339, -1.29164, 0.32025], [2.54223, -1.58302, -1.02524], [3.13772, -2.77199, -1.40162], [3.55105, -3.67944, -0.43937], [3.36999, -3.38959, 0.90102], [2.77341, -2.19933, 1.28078], [2.66852, 1.18222, 0.44159], [4.01822, 1.02940, 0.72734], [4.89603, 2.07848, 0.52269], [4.43387, 3.28880, 0.03467], [3.08728, 3.44739, -0.24175], [2.20676, 2.39961, -0.03704], [-2.95299, 0.15587, -0.44880], [-3.04191, 1.20969, 0.55119], [-4.37463, 1.12404, 1.29115], [-4.50799, -0.22332, 1.98702], [-4.32012, -1.31757, 0.94540], [-2.98872, -1.13466, 0.22091], [-1.54221, -1.74752, -2.07778], [-2.90881, -0.89368, -2.82251], [-1.24413, -0.52465, -3.29713], [-1.26164, 1.67693, -2.96784], [-1.64529, 2.49302, -1.46469], [-2.95113, 1.81882, -2.45747], [0.69814, -0.54245, 2.28623], [2.21851, -0.87197, -1.77172], [3.28124, -2.99228, -2.44930], [4.01610, -4.60839, -0.73497], [3.69588, -4.08971, 1.65663], [2.64691, -1.96594, 2.32851], [4.38253, 0.08831, 1.11171], [5.94518, 1.95001, 0.74600], [5.12087, 4.10684, -0.12607], [2.71846, 4.39141, -0.61596], [1.15526, 2.52494, -0.24943], [-2.98584, 2.18075, 0.06207], [-2.21287, 1.14345, 1.27940], [-5.18466, 1.24005, 0.56897], [-4.43698, 1.94017, 2.01332], [-5.48394, -0.31330, 2.46775], [-3.74018, -0.31507, 2.75949], [-4.34320, -2.30460, 1.41135], [-5.12750, -1.26339, 0.21320], [-2.88570, -1.93051, -0.51511], [-2.16101, -1.23241, 0.94846]], "forces_ev_per_a": [[0.035, 0.003, 0.134], [-0.275, 0.040, -0.469], [0.046, -0.055, 0.127], [0.439, 0.008, 0.305], [-0.411, 0.076, -0.055], [0.202, 0.014, -0.084], [0.106, 0.019, 0.115], [0.031, -0.203, 0.138], [0.030, -0.045, 0.056], [-0.006, 0.060, -0.101], [0.066, -0.120, 0.058], [0.071, -0.151, -0.049], [-0.089, 0.213, 0.057], [-0.050, 0.087, 0.065], [-0.042, 0.005, 0.019], [0.102, -0.014, 0.053], [0.036, 0.074, -0.015], [-0.008, 0.107, -0.021], [0.003, -0.063, 0.022], [0.018, 0.018, -0.098], [-0.236, 0.268, 0.065], [0.235, -0.038, 0.174], [-0.191, 0.024, -0.219], [0.240, -0.004, 0.180], [-0.230, -0.293, -0.017], [-0.025, -0.055, -0.005], [-0.128, 0.003, -0.053], [0.061, 0.017, -0.031], [0.055, -0.006, -0.029], [-0.022, 0.059, 0.017], [-0.128, 0.006, -0.053], [-0.064, -0.027, -0.055], [-0.031, 0.046, -0.085], [0.010, -0.017, -0.085], [0.032, -0.072, -0.025], [0.023, -0.057, 0.048], [-0.016, 0.024, 0.033], [0.042, -0.083, 0.003], [0.077, -0.010, 0.014], [0.052, 0.055, -0.021], [-0.024, 0.070, -0.033], [-0.073, -0.004, -0.030], [0.079, -0.031, 0.028], [-0.009, 0.031, -0.067], [-0.042, 0.071, -0.024], [-0.026, 0.048, -0.022], [0.028, -0.009, 0.076], [0.009, -0.011, 0.072], [-0.023, -0.038, -0.033], [-0.039, -0.063, -0.044], [0.074, 0.030, 0.038], [-0.016, -0.012, -0.077]], "mulliken_charge": [-2.04, 2.20, -2.05, -0.06, -1.15, 2.29, -0.71, -0.19, -0.27, -0.87, -0.37, -0.81, 0.05, -0.54, -0.35, -0.76, -0.45, -0.68, -0.27, 0.22, -0.40, -0.95, -0.69, -0.95, -0.35, 0.37, 0.40, 0.47, 0.47, 0.35, 0.41, 0.48, 0.42, 0.40, 0.39, 0.41, 0.44, 0.44, 0.39, 0.39, 0.40, 0.37, 0.40, 0.16, 0.35, 0.39, 0.33, 0.30, 0.39, 0.35, 0.39, 0.09], "e_above_lowest_kj_mol": 229.8, "e_lumo_ev": 0.7, "e_homo_ha": -0.3222, "homo_lumo_gap_ev": 9.488}